DFT (ωB97M-V with the def2-TZVPD basis set) results for 2 unconnected molecules or ions with the total composition C23H24F3NO4.

Geometry as ORCA input:
```
! wB97M-V def2-TZVPD RIJCOSX def2/J DEFGRID3
* xyz 0 1
C -3.07 0.73 2.40
N -1.71 1.04 1.98
C -1.45 2.45 1.72
C -0.79 0.09 1.92
C 0.56 0.23 2.44
C 1.06 1.44 2.99
C 2.40 1.60 3.29
C 3.27 0.52 3.12
C 4.73 0.74 3.35
F 5.40 -0.42 3.60
F 5.33 1.32 2.26
F 4.96 1.57 4.42
C 2.79 -0.74 2.77
C 1.44 -0.89 2.52
H -3.69 1.60 2.19
H -3.44 -0.15 1.85
H -3.10 0.51 3.48
H -2.26 2.84 1.09
H -1.46 3.02 2.67
H -0.49 2.59 1.21
H -1.18 -0.94 1.81
H 0.40 2.28 3.19
H 2.79 2.55 3.64
H 3.48 -1.57 2.70
H 1.06 -1.89 2.33
C 0.28 1.25 -3.13
C -1.19 1.61 -3.25
C -1.39 2.81 -4.19
O -1.94 0.54 -3.86
C -1.99 -0.62 -3.10
O -2.26 -1.66 -3.67
C -1.79 -0.45 -1.65
C -1.88 -1.70 -0.90
C -0.58 -2.50 -1.07
C 0.47 -2.22 -0.20
C 1.70 -2.86 -0.31
C 1.90 -3.75 -1.37
C 0.87 -4.00 -2.28
C -0.38 -3.38 -2.13
C -2.28 0.84 -1.26
O -3.10 1.08 -0.38
O -1.80 1.91 -1.98
H 0.43 0.38 -2.48
H 0.68 1.05 -4.13
H 0.81 2.11 -2.71
H -2.46 3.04 -4.27
H -0.86 3.68 -3.80
H -1.01 2.56 -5.18
H -2.04 -1.45 0.16
H -2.71 -2.30 -1.31
H 0.29 -1.46 0.56
H 2.48 -2.64 0.41
H 2.87 -4.23 -1.49
H 1.03 -4.67 -3.13
H -1.19 -3.54 -2.84
*
```

Properties
- F_max: 2.9 eV/A
- E_LUMO: -2.57 eV
- Orbital gap: 4.13 eV
- Energy: -42071.1059 eV

Atomic partial charges in e from the Mulliken method, atoms 1 to 5: number 1, C, carries -0.877; number 2, N, carries 0.499; number 3, C, carries -1.488; number 4, C, carries -0.948; number 5, C, carries 0.453

DFT (ωB97M-V with the def2-TZVPD basis set) results for a molecular structure, C23H24F5N3NiSTe.

Geometry as ORCA input:
```
! wB97M-V def2-TZVPD RIJCOSX def2/J DEFGRID3
* xyz 0 1
Ni -0.95 0.32 0.83
N -2.50 -1.08 0.67
C -2.69 -1.64 -0.64
C -1.80 -2.61 -1.09
C -1.90 -3.08 -2.39
C -2.88 -2.58 -3.24
C -3.77 -1.62 -2.78
C -3.68 -1.16 -1.48
H -2.35 -1.83 1.35
H -3.32 -0.57 0.97
H -1.02 -2.96 -0.43
H -1.21 -3.83 -2.74
H -2.94 -2.93 -4.27
H -4.53 -1.23 -3.44
H -4.38 -0.41 -1.11
F 0.50 2.47 -0.07
C 0.30 1.73 1.10
F 1.56 1.49 1.55
C -0.29 2.76 2.09
F -1.54 3.12 1.72
F -0.37 2.26 3.33
F 0.44 3.88 2.15
C 6.43 -0.79 2.84
C 4.94 -0.88 2.72
C 4.32 -1.24 1.53
C 2.94 -1.34 1.41
C 2.36 -1.71 0.08
C 2.14 -1.06 2.53
Te 0.04 -1.27 2.44
C 2.74 -0.69 3.74
C 1.93 -0.35 4.96
C 4.12 -0.61 3.81
H 6.91 -0.95 1.87
H 6.82 -1.55 3.53
H 6.74 0.18 3.21
H 4.94 -1.45 0.66
H 3.15 -1.98 -0.62
H 1.81 -0.86 -0.35
H 1.66 -2.54 0.17
H 1.24 0.46 4.76
H 2.58 -0.06 5.78
H 1.33 -1.20 5.29
H 4.58 -0.32 4.75
N -2.96 3.50 -5.03
C -2.80 2.19 -4.81
S -3.10 1.03 -5.93
C -2.36 1.85 -3.42
C -1.38 0.89 -3.21
C -1.02 0.58 -1.91
N -1.61 1.15 -0.85
C -2.53 2.08 -1.05
C -2.93 2.46 -2.32
H -3.25 3.80 -5.95
H -2.64 4.19 -4.38
H -0.91 0.39 -4.04
H -0.26 -0.15 -1.71
H -2.97 2.52 -0.17
H -3.71 3.21 -2.43
*
```

Properties
- F_max: 0.5 eV/A
- E_LUMO: -0.82 eV
- Orbital gap: 6.25 eV
- Energy: -101471.0695 eV
- Relative energy (zero: lowest compared OMol25 entry of this formula, charge and spin): 32.1 kJ/mol

Atomic partial charges in e from the Mulliken method, atoms 1 to 5: number 1, Ni, carries -0.115; number 2, N, carries -0.267; number 3, C, carries 0.401; number 4, C, carries -0.313; number 5, C, carries -0.597